(1)
{"formula": "C42H68GaN4Si", "method": "wB97M-V/def2-TZVPD", "lumo_energy_ha": [-0.1037, -0.1037], "homo_lumo_gap_ev": [7.70, 7.70], "fmax_ev_per_a": 2.12, "energy_ev": -110869.00414, "total_charge": 1, "de_lowest_kj_mol": 0.0, "elements": ["Ga", "C", "C", "C", "C", "C", "C", "C", "C", "C", "C", "C", "C", "N", "C", "C", "C", "C", "C", "C", "C", "N", "C", "C", "C", "C", "C", "C", "C", "C", "C", "C", "C", "C", "H", "H", "H", "H", "H", "H", "H", "H", "H", "H", "H", "H", "H", "H", "H", "H", "H", "H", "H", "H", "H", "H", "H", "H", "H", "H", "H", "H", "H", "H", "H", "H", "H", "H", "H", "H", "H", "H", "H", "N", "C", "C", "N", "H", "H", "H", "H", "H", "H", "H", "H", "C", "Si", "C", "C", "C", "C", "C", "C", "C", "C", "H", "H", "H", "H", "H", "H", "H", "H", "H", "H", "H", "H", "H", "H", "H", "H", "H", "H", "H", "H", "H"], "positions_angstrom": [[0.285, -0.118, -0.124], [-0.265, -4.303, 3.969], [0.537, -3.684, 2.812], [1.921, -4.251, 2.929], [-0.216, -3.962, 1.516], [-0.338, -5.323, 1.198], [-1.109, -5.760, 0.145], [-1.755, -4.810, -0.668], [-1.631, -3.432, -0.421], [-2.435, -2.443, -1.222], [-3.013, -3.031, -2.519], [-3.610, -1.888, -0.372], [-0.781, -3.009, 0.653], [-0.752, -1.591, 0.965], [-1.299, -1.284, 2.111], [-1.493, -0.031, 2.690], [-2.219, -0.037, 3.896], [-2.766, 1.071, 4.451], [-2.722, 2.273, 3.719], [-2.127, 2.282, 2.472], [-1.340, 1.203, 1.978], [-0.635, 1.345, 0.801], [-0.664, 2.682, 0.222], [-1.560, 2.919, -0.831], [-1.609, 4.172, -1.375], [-0.869, 5.201, -0.846], [-0.029, 5.002, 0.219], [0.074, 3.729, 0.828], [0.926, 3.589, 2.065], [2.451, 3.920, 1.817], [0.445, 4.635, 3.143], [-2.451, 1.869, -1.452], [-2.781, 2.182, -2.887], [-3.754, 1.789, -0.670], [0.090, -3.905, 4.918], [-0.235, -5.405, 4.026], [-1.319, -4.025, 3.864], [0.599, -2.612, 3.024], [2.005, -5.316, 2.730], [2.261, -4.046, 3.944], [2.629, -3.758, 2.246], [-0.010, -6.095, 1.891], [-1.254, -6.803, -0.009], [-2.461, -5.158, -1.418], [-1.850, -1.566, -1.470], [-3.779, -3.785, -2.340], [-2.237, -3.550, -3.075], [-3.437, -2.234, -3.125], [-4.227, -2.751, -0.012], [-4.187, -1.223, -1.033], [-3.280, -1.344, 0.497], [-1.687, -2.092, 2.721], [-2.355, -0.984, 4.404], [-3.284, 1.008, 5.420], [-3.276, 3.129, 4.026], [-2.235, 3.209, 1.933], [-2.289, 4.383, -2.195], [-1.026, 6.224, -1.229], [0.577, 5.812, 0.601], [0.826, 2.577, 2.468], [2.601, 4.969, 1.523], [2.972, 3.334, 1.018], [3.045, 3.839, 2.766], [0.606, 5.671, 2.775], [1.020, 4.534, 4.067], [-0.598, 4.462, 3.406], [-1.957, 0.875, -1.477], [-3.429, 3.050, -3.014], [-3.263, 1.341, -3.315], [-1.899, 2.392, -3.517], [-4.215, 2.760, -0.700], [-3.490, 1.526, 0.380], [-4.500, 1.161, -1.213], [1.504, -0.198, 3.510], [2.856, 0.114, 3.047], [2.909, 0.255, 1.532], [1.949, -0.670, 0.892], [0.867, 0.560, 3.419], [1.528, -0.559, 4.446], [3.492, -0.748, 3.326], [3.300, 1.004, 3.468], [3.903, -0.012, 1.190], [2.626, 1.262, 1.260], [1.560, -1.257, 1.636], [2.414, -1.255, 0.189], [-0.398, -0.184, -3.599], [1.050, -0.010, -2.473], [1.932, 1.724, -2.766], [0.808, 2.688, -3.107], [2.652, 2.292, -1.496], [2.879, 1.672, -3.986], [2.075, -1.568, -2.832], [1.206, -2.869, -2.644], [2.402, -1.560, -4.314], [3.385, -1.730, -2.071], [-0.078, -0.131, -4.641], [-1.166, 0.580, -3.481], [-0.902, -1.179, -3.508], [0.011, 2.683, -2.370], [0.389, 2.376, -4.054], [1.235, 3.708, -3.115], [2.040, 2.173, -0.593], [2.897, 3.355, -1.616], [3.553, 1.659, -1.308], [2.368, 1.292, -4.866], [3.772, 1.062, -3.836], [3.219, 2.710, -4.160], [0.494, -2.877, -3.447], [0.734, -2.997, -1.692], [1.929, -3.688, -2.834], [1.500, -1.378, -4.927], [2.808, -2.507, -4.650], [3.128, -0.819, -4.580], [3.326, -2.160, -1.076], [4.031, -0.866, -1.942], [3.944, -2.458, -2.652]], "atomic_forces_ev_per_a": [[-0.92, 0.30, -0.01], [-0.81, 0.22, 0.13], [-0.89, -0.18, 0.36], [1.19, 0.49, -0.57], [0.91, -0.16, -0.31], [-0.74, -0.19, 0.17], [-0.17, 1.50, -0.42], [0.02, 0.23, 0.60], [0.89, -0.69, 0.29], [-1.11, -0.10, 0.34], [0.45, 0.02, 0.26], [-0.35, -1.04, -0.55], [-1.02, -0.60, -0.22], [0.23, 0.08, 0.07], [0.80, -0.75, -0.59], [-0.42, 1.38, -0.53], [0.13, -0.44, 0.43], [-0.44, 0.69, 0.96], [0.10, -1.46, -0.89], [0.31, 0.57, 0.92], [-0.57, 0.26, -0.66], [0.09, -0.19, 0.62], [-0.09, -0.31, 0.90], [0.53, -0.68, -0.01], [-0.66, 0.89, -0.16], [-0.21, 1.50, -0.29], [0.46, -0.98, 0.68], [-0.17, 0.22, -1.33], [0.98, 1.17, 0.49], [0.43, -0.18, 0.08], [0.37, -0.40, -0.39], [0.17, -0.41, -0.08], [0.69, 0.96, -0.84], [0.10, -0.58, 0.12], [0.06, -0.07, 0.13], [0.19, 0.45, -0.22], [0.02, -0.11, 0.20], [-0.04, -0.06, -0.20], [-0.23, -0.12, 0.09], [0.19, -0.18, 0.01], [-0.08, -0.07, 0.07], [0.39, 0.35, -0.09], [-0.10, -0.62, -0.21], [0.34, 0.09, 0.04], [0.57, 0.17, -0.21], [-0.19, 0.19, 0.18], [0.17, 0.13, -0.30], [-0.04, -0.03, -0.09], [0.25, 0.79, -0.40], [-0.09, -0.24, 0.48], [0.10, 0.32, 0.24], [-0.09, -0.34, -0.15], [0.06, -0.12, -0.04], [0.29, 0.08, -0.60], [-0.20, 0.54, 0.33], [0.27, -0.06, -0.33], [0.24, 0.03, 0.19], [0.34, -0.65, 0.06], [-0.15, 0.09, 0.04], [0.07, 0.14, -0.01], [-0.39, -0.22, -0.01], [-0.63, 0.26, 0.73], [-0.61, -0.23, -0.70], [-0.28, -0.69, 0.20], [0.07, -0.08, -0.11], [-0.05, 0.22, -0.14], [-0.14, 0.44, 0.38], [-0.21, -0.15, 0.15], [-0.68, -0.84, -0.52], [-0.29, -0.05, 0.37], [-0.10, 0.67, 0.32], [-0.91, -0.17, -0.72], [0.64, -0.16, 0.87], [0.99, -0.63, -0.52], [0.13, -1.06, 0.07], [-0.37, -0.11, 0.06], [0.24, -0.68, 0.01], [-0.49, 0.67, 0.21], [-0.21, 0.12, 0.31], [-0.26, 0.42, 0.01], [0.15, 0.37, 0.32], [0.20, 0.44, -0.13], [0.25, 0.23, -0.19], [0.13, -0.12, -0.03], [-0.09, 0.12, 0.52], [-1.09, -0.58, -0.57], [0.34, 0.35, 0.62], [0.03, -0.50, 0.73], [0.30, 0.08, 0.20], [0.30, -1.63, -0.48], [0.18, 0.58, 0.71], [-0.57, -0.43, 0.53], [1.91, 0.62, -0.65], [-0.60, 0.24, -0.84], [0.43, -0.30, 0.00], [0.04, 0.13, -0.08], [0.17, -0.18, 0.05], [0.40, 0.73, 0.10], [0.20, -0.02, -0.04], [-0.21, 0.48, -0.44], [-0.38, -0.26, -0.40], [-0.19, 0.25, -0.26], [0.15, -0.27, 0.00], [-0.25, 0.77, -0.08], [-0.07, 0.15, -0.16], [-0.04, 0.01, 0.16], [-0.09, -0.38, -0.23], [-0.64, -0.26, -0.21], [-0.28, -0.04, 0.63], [-0.58, 0.06, 0.25], [0.46, -0.12, 0.21], [0.10, -0.45, 0.11], [0.37, 0.42, -0.11], [-0.41, -0.32, 0.23], [-0.13, 0.45, -0.38], [0.46, -0.20, 0.11]], "mulliken_charge": [0.120, -1.635, 1.507, -1.661, 1.070, -1.000, -1.627, -0.920, 0.639, 2.603, -2.287, -1.154, -0.252, 0.623, -0.326, 0.503, -0.835, -1.042, -0.914, -0.534, 0.909, 1.264, -0.596, 0.141, 0.431, -1.634, -0.007, 0.805, 1.411, -1.409, -1.570, 3.183, -2.650, -1.705, 0.476, 0.362, 0.361, -0.694, 0.351, 0.465, 0.294, 0.309, 0.465, 0.385, -1.432, 0.544, 0.527, 0.346, 0.339, 0.421, 0.047, 0.499, 0.532, 0.392, 0.577, 0.707, 0.274, 0.346, 0.437, -1.165, 0.392, 0.205, 0.399, 0.351, 0.473, 0.321, -1.548, 0.666, 0.448, 0.471, 0.444, 0.103, 0.505, -0.309, -1.188, 0.559, 0.707, -0.034, 0.269, 0.505, 0.469, 0.560, -0.710, -0.825, -0.034, -0.897, 0.342, 2.398, -1.808, -0.922, -2.171, 2.443, -2.059, -2.143, -2.059, 0.736, -0.240, 0.084, -0.036, 0.384, 0.694, -0.593, 0.555, 0.348, 0.474, 0.283, 0.493, 0.405, 0.228, 0.597, 0.336, 0.575, 0.441, 0.456, 0.253, 0.586]}

(2)
{"formula": "C42H68O13", "method": "wB97M-V/def2-TZVPD", "lumo_energy_ha": 0.0159, "homo_lumo_gap_ev": 9.60, "fmax_ev_per_a": 0.83, "energy_ev": -71275.33544, "de_lowest_kj_mol": 24.2, "elements": ["C", "H", "C", "O", "C", "O", "C", "C", "C", "H", "H", "C", "C", "H", "H", "H", "C", "C", "H", "H", "C", "H", "H", "C", "C", "H", "H", "H", "C", "C", "C", "C", "C", "C", "H", "H", "C", "C", "H", "H", "H", "C", "H", "H", "H", "C", "H", "H", "C", "C", "C", "H", "O", "H", "C", "O", "H", "C", "H", "H", "C", "C", "H", "H", "H", "H", "H", "H", "H", "H", "H", "H", "H", "C", "C", "H", "H", "H", "C", "O", "H", "H", "H", "H", "H", "H", "C", "C", "C", "O", "H", "H", "H", "O", "C", "O", "C", "C", "O", "H", "C", "O", "H", "C", "O", "H", "H", "H", "H", "C", "O", "H", "H", "H", "H", "H", "O", "H", "H", "H", "H", "H", "H"], "positions_angstrom": [[1.931, -0.401, -5.091], [2.068, 0.460, -4.443], [3.117, -1.349, -4.916], [3.413, -1.633, -3.549], [2.523, -2.472, -2.869], [1.255, -1.920, -2.662], [1.063, -1.202, -1.436], [1.873, 0.087, -1.408], [1.696, 0.804, -0.077], [2.305, 1.708, -0.091], [2.078, 0.160, 0.719], [0.223, 1.161, 0.210], [-0.193, 2.296, -0.735], [-0.056, 3.252, -0.237], [-1.227, 2.222, -1.048], [0.422, 2.309, -1.630], [-0.601, -0.153, 0.105], [-2.052, 0.099, 0.523], [-2.509, 0.856, -0.111], [-2.644, -0.809, 0.414], [-2.128, 0.516, 1.993], [-1.796, -0.331, 2.593], [-3.172, 0.710, 2.248], [-1.292, 1.768, 2.299], [-2.028, 2.962, 1.679], [-1.404, 3.846, 1.649], [-2.915, 3.209, 2.254], [-2.355, 2.731, 0.673], [0.129, 1.597, 1.702], [0.949, 2.804, 2.050], [0.739, 3.542, 3.129], [-0.398, 3.337, 4.084], [-0.032, 3.651, 5.550], [0.912, 2.867, 6.441], [0.540, 1.868, 6.638], [1.894, 2.792, 5.968], [1.039, 3.563, 7.811], [1.751, 4.915, 7.714], [2.713, 4.800, 7.220], [1.925, 5.314, 8.712], [1.170, 5.648, 7.162], [1.874, 2.659, 8.726], [2.875, 2.528, 8.320], [1.413, 1.679, 8.822], [1.961, 3.094, 9.719], [-0.363, 3.712, 8.423], [-0.745, 2.714, 8.634], [-0.288, 4.253, 9.369], [-1.372, 4.434, 7.526], [-1.440, 3.828, 6.126], [-1.987, 4.777, 5.053], [-3.073, 4.718, 4.924], [-1.347, 4.406, 3.846], [-1.731, 5.820, 5.284], [-2.290, 2.539, 6.064], [-1.809, 1.570, 6.977], [-2.422, 0.827, 6.976], [-2.408, 1.974, 4.631], [-3.146, 2.572, 4.099], [-2.800, 0.955, 4.697], [-1.081, 1.962, 3.852], [-0.207, 0.833, 4.426], [-0.398, -0.113, 3.925], [0.850, 1.069, 4.339], [-0.439, 0.685, 5.473], [-3.309, 2.828, 6.384], [-1.090, 5.485, 7.435], [-2.357, 4.399, 7.997], [0.395, 4.661, 5.481], [1.368, 4.395, 3.341], [1.783, 3.043, 1.408], [0.586, 0.758, 2.238], [-0.174, -0.816, 0.871], [-0.453, -0.956, -1.219], [-1.095, -0.299, -2.441], [-0.602, 0.626, -2.712], [-2.144, -0.096, -2.245], [-1.033, -0.976, -3.289], [-1.122, -2.340, -1.027], [-1.006, -3.188, -2.147], [-0.145, -2.983, -2.549], [-0.682, -2.837, -0.149], [-2.195, -2.233, -0.858], [1.562, 0.719, -2.238], [2.927, -0.153, -1.562], [1.420, -1.848, -0.614], [2.397, -3.834, -3.582], [2.028, -3.671, -5.069], [2.964, -2.647, -5.747], [2.527, -2.360, -7.046], [1.585, -2.149, -6.976], [3.950, -3.114, -5.859], [2.158, -4.648, -5.555], [0.691, -3.226, -5.272], [-0.321, -4.204, -5.153], [-0.126, -5.322, -5.953], [-0.286, -5.217, -7.366], [-1.201, -4.060, -7.771], [-1.746, -4.343, -9.030], [-2.525, -3.779, -9.129], [-2.290, -3.919, -6.704], [-3.248, -2.999, -7.170], [-3.863, -2.838, -6.445], [-1.651, -3.450, -5.394], [-2.594, -3.630, -4.377], [-2.177, -3.458, -3.510], [-1.397, -2.381, -5.503], [-2.760, -4.899, -6.528], [-0.632, -3.116, -7.812], [1.066, -5.168, -8.098], [1.954, -6.154, -7.639], [1.502, -7.005, -7.633], [1.576, -4.217, -7.935], [0.861, -5.280, -9.172], [-0.793, -6.151, -7.650], [-0.330, -4.629, -4.137], [3.598, -4.544, -3.438], [4.327, -3.982, -3.730], [1.635, -4.437, -3.077], [3.017, -2.651, -1.898], [4.023, -0.834, -5.258], [1.001, -0.900, -4.837], [1.898, -0.055, -6.121]], "atomic_forces_ev_per_a": [[0.21, -0.17, 0.11], [-0.02, 0.10, 0.04], [-0.02, 0.16, -0.60], [0.00, -0.09, 0.14], [0.40, -0.64, 0.35], [-0.29, 0.03, -0.14], [0.05, 0.41, 0.32], [-0.01, -0.27, 0.10], [-0.16, 0.04, -0.17], [0.07, 0.02, 0.07], [0.03, 0.00, 0.12], [0.27, -0.20, 0.28], [0.01, -0.13, 0.01], [-0.02, 0.15, -0.01], [-0.14, 0.09, -0.07], [0.01, 0.01, -0.13], [-0.15, 0.06, -0.22], [0.15, -0.18, 0.18], [-0.07, 0.01, -0.10], [-0.07, 0.04, -0.07], [0.06, 0.12, -0.08], [-0.02, -0.06, 0.06], [-0.06, -0.02, 0.10], [-0.03, -0.17, 0.04], [0.05, -0.03, -0.05], [-0.09, 0.08, -0.11], [-0.08, 0.05, 0.03], [-0.04, -0.04, -0.16], [-0.19, -0.01, -0.02], [0.18, -0.19, 0.03], [-0.11, 0.17, 0.06], [0.29, -0.18, 0.12], [-0.20, -0.16, -0.13], [-0.05, 0.11, 0.02], [0.08, -0.08, -0.05], [0.11, -0.07, 0.01], [0.14, -0.13, 0.18], [-0.18, -0.19, -0.04], [0.14, 0.03, -0.07], [0.03, 0.07, 0.11], [-0.02, 0.16, -0.07], [-0.17, 0.17, -0.18], [0.16, -0.04, -0.03], [-0.06, -0.15, 0.02], [0.03, 0.04, 0.15], [0.00, 0.06, -0.03], [0.04, 0.03, 0.12], [0.05, -0.02, 0.09], [0.00, -0.20, -0.04], [-0.10, 0.16, 0.07], [-0.10, 0.12, 0.38], [-0.01, -0.03, 0.01], [0.08, -0.05, -0.29], [-0.03, -0.12, 0.06], [-0.49, 0.35, -0.44], [0.12, -0.27, 0.36], [0.02, 0.05, -0.01], [0.19, 0.14, 0.04], [-0.10, -0.02, -0.01], [-0.09, -0.01, -0.01], [-0.18, 0.09, 0.05], [-0.03, 0.07, 0.02], [0.03, -0.07, -0.06], [0.17, -0.08, -0.02], [0.09, -0.04, 0.00], [0.19, 0.03, -0.08], [-0.04, 0.07, -0.02], [-0.06, 0.08, 0.03], [-0.05, 0.00, -0.04], [0.14, 0.13, -0.01], [0.15, 0.11, -0.05], [-0.01, -0.06, -0.02], [0.05, 0.01, 0.09], [0.14, -0.39, -0.10], [0.18, -0.09, 0.12], [0.02, 0.17, -0.10], [-0.14, 0.07, -0.02], [-0.05, 0.02, -0.12], [-0.13, 0.26, 0.47], [0.11, -0.26, -0.40], [0.03, -0.05, -0.07], [-0.05, 0.10, 0.00], [0.09, 0.06, 0.09], [0.04, 0.03, -0.10], [-0.02, 0.06, -0.05], [-0.08, 0.04, -0.05], [-0.53, 0.52, -0.05], [0.42, -0.32, -0.10], [-0.05, -0.10, 0.63], [-0.07, 0.16, -0.32], [0.03, -0.03, -0.03], [-0.12, 0.03, 0.10], [0.03, 0.16, 0.06], [0.25, 0.17, -0.07], [-0.38, -0.04, 0.52], [0.10, -0.05, -0.06], [0.22, 0.04, -0.42], [-0.19, 0.09, 0.67], [-0.19, -0.07, -0.32], [0.06, -0.05, -0.04], [0.61, -0.17, 0.33], [-0.16, 0.21, -0.10], [-0.05, 0.01, -0.06], [0.26, 0.05, -0.53], [-0.25, -0.20, 0.23], [-0.02, 0.07, -0.12], [-0.04, -0.18, -0.05], [0.11, 0.07, -0.04], [-0.02, -0.06, 0.04], [-0.53, 0.21, 0.02], [0.24, -0.41, 0.12], [0.07, 0.03, 0.00], [-0.14, -0.05, -0.04], [0.00, 0.09, 0.09], [0.01, 0.17, -0.01], [0.02, 0.13, -0.16], [0.37, -0.12, -0.07], [-0.03, -0.02, 0.04], [0.03, 0.11, 0.00], [-0.16, 0.03, -0.18], [-0.18, -0.11, -0.03], [-0.10, 0.12, -0.03], [-0.02, 0.06, -0.07]], "mulliken_charge": [-1.313, 0.413, 0.506, -0.464, -0.067, 0.572, -0.567, -0.503, -1.443, 0.518, 0.390, 1.868, -2.284, 0.589, 0.273, 0.615, -0.379, -1.459, 0.223, 0.498, -1.403, 0.333, 0.607, 1.615, -2.529, 0.290, 0.439, 0.739, -0.288, -1.457, -1.536, 1.185, -0.456, -1.586, 0.252, 0.631, 2.152, -1.824, 0.379, 0.453, 0.327, -2.132, 0.406, 0.417, 0.464, -1.282, 0.292, 0.550, -1.523, 1.204, -1.382, 0.261, -0.374, 0.428, -0.467, -0.524, 0.566, -1.642, 0.328, 0.425, 1.887, -2.487, 0.613, 0.275, 0.585, 0.609, 0.468, 0.382, 1.267, 0.491, 0.379, 0.883, 0.938, 1.686, -1.724, 0.243, 0.579, -0.294, -1.745, -0.581, 0.289, 0.235, 0.680, -0.285, 0.759, 0.515, -0.934, 0.289, -0.797, -0.707, 0.443, 0.638, 0.556, -0.462, -0.041, -0.523, 0.113, -0.036, -0.595, 0.432, 0.043, -0.643, 0.429, 0.316, -0.713, 0.486, 0.033, 0.322, -0.096, -0.621, -0.538, 0.370, 0.083, 0.467, 0.525, 0.390, -0.685, 0.492, 0.463, 0.511, 0.467, 0.121, 0.436]}